Here is 2 unconnected molecules or ions with the total composition C24H33OSi at a distorted geometry from OMol25. Energies are from the ωB97M-V functional and the def2-TZVPD basis.

Values from the calculation:
- total charge = +1
- frontier orbital gap (eV) = 4.811
- highest occupied orbital energy (eV) = -10.67
- ΔE to the lowest compared entry with this formula, charge and spin (kcal per mole) = 48.1

Last column: Löwdin charge in e.
Geometry (Å):
C  -1.891  -3.132  -0.255  -0.15
Si  -1.667  -2.201  1.338  0.42
C  -2.464  -0.531  1.105  -0.15
C  -2.389  -2.952  2.869  -0.15
O  -0.011  -2.029  1.589  -0.12
C  0.693  -0.857  1.530  -0.34
C  1.119  -0.371  0.338  -0.06
C  2.378  0.410  0.201  -0.22
C  3.665  -0.248  0.757  -0.19
C  3.857  -0.193  2.276  -0.20
C  3.303  -1.416  3.031  -0.19
C  1.925  -1.239  3.655  -0.19
C  1.029  -0.280  2.870  -0.12
H  -2.963  -3.172  -0.492  0.04
H  -1.388  -2.653  -1.105  0.03
H  -1.518  -4.159  -0.163  0.04
H  -3.520  -0.653  0.830  0.05
H  -2.409  0.129  1.979  0.05
H  -1.963  -0.042  0.268  -0.03
H  -3.482  -2.921  2.770  0.04
H  -2.080  -3.994  2.998  0.04
H  -2.117  -2.384  3.768  0.04
H  0.600  -0.622  -0.594  0.10
H  2.529  0.536  -0.880  0.10
H  2.259  1.424  0.622  0.11
H  3.684  -1.295  0.425  0.12
H  4.530  0.249  0.292  0.11
H  4.943  -0.184  2.448  0.11
H  3.457  0.740  2.691  0.11
H  3.280  -2.281  2.357  0.11
H  4.009  -1.693  3.825  0.11
H  1.446  -2.224  3.733  0.11
H  2.030  -0.865  4.680  0.12
H  1.530  0.682  2.725  0.10
H  0.098  -0.111  3.438  0.13
C  -1.106  1.455  -1.446  0.10
C  -0.261  2.573  -1.644  -0.18
C  -0.277  3.538  -0.586  0.01
C  0.517  4.666  -0.637  -0.04
C  1.389  4.854  -1.720  -0.01
C  1.385  3.950  -2.792  -0.03
C  0.525  2.855  -2.796  0.03
C  -1.683  0.542  -2.381  -0.19
C  -3.033  0.142  -2.141  -0.01
C  -3.666  -0.789  -2.944  -0.04
C  -3.010  -1.285  -4.079  -0.02
C  -1.707  -0.862  -4.377  -0.04
C  -1.026  0.001  -3.520  0.00
H  -1.591  1.482  -0.472  0.10
H  -0.968  3.396  0.246  0.13
H  0.458  5.408  0.161  0.12
H  2.064  5.709  -1.732  0.13
H  2.051  4.114  -3.641  0.12
H  0.424  2.221  -3.675  0.11
H  -3.579  0.601  -1.313  0.12
H  -4.682  -1.111  -2.707  0.12
H  -3.518  -1.994  -4.734  0.12
H  -1.221  -1.205  -5.291  0.12
H  0.014  0.267  -3.698  0.11